# 1
The following is a quantum chemistry calculation of C32H45BBr2N9O2ReS3Se as an isolated structure, from the Open Molecules 2025 dataset.

Last column: Löwdin spin population.
Geometry (Å):
Re: -0.701 0.511 0.134  1.0382
C: -1.462 -2.771 -3.059  0.0042
C: -0.426 -2.197 -4.013  -0.0001
C: 0.070 -3.321 -4.931  -0.0001
C: -1.043 -1.059 -4.830  -0.0027
N: 0.726 -1.634 -3.289  -0.0010
C: 1.854 -1.253 -3.963  -0.0002
C: 2.755 -0.814 -3.055  0.0018
N: 2.183 -0.915 -1.822  0.0015
B: 3.006 -0.601 -0.553  0.0002
N: 2.547 -1.352 0.714  0.0010
C: 3.066 -2.584 1.009  0.0006
C: 2.750 -2.885 2.287  -0.0003
N: 2.031 -1.839 2.802  0.0011
C: 1.902 -0.924 1.813  0.0062
S: 1.048 0.557 1.893  0.0146
C: 1.670 -1.703 4.228  0.0001
C: 1.916 -3.025 4.958  0.0000
C: 0.188 -1.363 4.371  0.0009
C: 2.554 -0.609 4.833  -0.0001
N: 3.084 0.927 -0.322  0.0022
C: 4.215 1.480 0.204  -0.0007
C: 4.147 2.821 0.038  0.0009
N: 2.964 3.109 -0.581  0.0011
C: 2.315 1.935 -0.763  0.0065
S: 0.754 1.711 -1.450  0.0409
C: 2.578 4.448 -1.067  0.0000
C: 1.217 4.810 -0.490  0.0020
C: 2.535 4.408 -2.595  -0.0005
C: 3.594 5.491 -0.604  0.0000
C: 0.935 -1.387 -1.983  0.0124
S: -0.076 -1.709 -0.582  0.0712
H: -2.310 -3.144 -3.626  0.0003
H: -1.824 -2.004 -2.384  0.0009
H: -1.052 -3.587 -2.471  0.0008
H: -0.793 -3.811 -5.372  0.0000
H: 0.627 -4.066 -4.368  0.0000
H: 0.692 -2.958 -5.744  0.0000
H: -1.905 -1.426 -5.377  -0.0001
H: -0.333 -0.654 -5.546  -0.0001
H: -1.361 -0.255 -4.168  -0.0042
H: 1.936 -1.328 -5.025  -0.0001
H: 3.751 -0.443 -3.192  0.0002
H: 4.121 -0.956 -0.772  0.0000
H: 3.619 -3.142 0.286  0.0000
H: 2.981 -3.767 2.844  0.0000
H: 1.370 -3.840 4.490  0.0000
H: 1.559 -2.922 5.979  0.0000
H: 2.971 -3.278 5.003  0.0000
H: -0.396 -2.144 3.896  -0.0001
H: -0.048 -0.405 3.916  0.0006
H: -0.080 -1.313 5.423  0.0000
H: 3.607 -0.861 4.719  0.0000
H: 2.340 -0.505 5.893  0.0000
H: 2.370 0.344 4.346  -0.0001
H: 4.981 0.870 0.633  0.0000
H: 4.853 3.572 0.316  0.0001
H: 0.463 4.148 -0.896  0.0013
H: 0.950 5.827 -0.758  0.0001
H: 1.237 4.730 0.595  0.0001
H: 1.768 3.723 -2.943  -0.0004
H: 3.496 4.099 -3.000  0.0000
H: 2.305 5.399 -2.972  0.0000
H: 3.669 5.511 0.481  0.0000
H: 3.242 6.467 -0.928  0.0000
H: 4.577 5.334 -1.040  0.0000
Br: -1.171 3.078 1.151  -0.0003
C: -2.685 3.899 0.244  -0.0005
Br: -2.279 4.424 -1.556  -0.0016
H: -2.976 4.782 0.806  -0.0001
H: -3.463 3.139 0.219  -0.0021
Se: -2.427 0.875 -1.586  -0.1985
C: -3.730 -0.536 -1.777  -0.0125
C: -4.161 -1.313 -0.714  -0.0112
C: -5.105 -2.299 -0.956  0.0017
N: -5.608 -2.533 -2.151  -0.0108
C: -5.203 -1.793 -3.167  0.0018
C: -4.272 -0.775 -3.039  -0.0113
H: -3.766 -1.172 0.276  -0.0005
H: -5.461 -2.932 -0.153  0.0003
H: -5.634 -2.035 -4.129  0.0004
H: -3.956 -0.197 -3.894  -0.0007
C: -4.427 0.990 3.953  0.0000
N: -3.637 -0.002 3.265  -0.0003
C: -3.552 -1.287 3.678  0.0017
C: -2.761 -2.164 3.036  -0.0007
C: -1.891 -1.696 1.977  0.0035
O: -1.024 -2.408 1.467  0.0104
N: -2.052 -0.397 1.570  0.0171
C: -3.003 0.404 2.104  0.0054
O: -3.309 1.476 1.594  0.0071
H: -4.814 0.571 4.877  0.0000
H: -5.251 1.320 3.321  0.0000
H: -3.802 1.857 4.175  0.0000
H: -4.155 -1.555 4.533  0.0000
H: -2.704 -3.204 3.307  0.0000

Output
energy relative to the best compared isomer or geometry (same formula, charge and spin) = 59.25 kJ/mol
2S+1 = 2
total charge = +1
total energy = -292164.1501 eV
orbital gap (alpha / beta) = 5.7 / 6.2 eV


# 2
The following is a quantum chemistry calculation of C5H9N3O in the gas phase, from the Open Molecules 2025 dataset.

Last column: Löwdin charge in e.
Geometry (Å):
C: 0.089 -0.716 -1.451  -0.0466
C: 0.576 0.142 -0.460  -0.3072
C: 0.641 2.268 0.367  -0.1875
C: 0.789 1.700 1.780  -0.2424
C: -0.045 -0.195 0.852  -0.1351
H: -0.998 -3.612 -0.649  0.0680
H: -2.129 -2.336 -0.504  0.1100
H: -0.898 -2.422 -2.356  0.1675
H: 0.202 -0.489 -2.545  0.1318
H: 1.359 3.332 0.426  0.1844
H: -0.378 2.472 -0.043  0.1345
H: 0.282 2.390 2.447  0.0940
H: 1.896 1.395 2.084  0.1635
H: -0.821 -1.135 0.594  0.1333
N: -1.162 -2.674 -0.490  -0.0376
N: -0.523 -1.969 -1.452  -0.1619
N: -0.082 0.546 1.899  0.0073
O: 1.201 1.302 -0.499  -0.0762

Output
energy relative to the best compared isomer or geometry (same formula, charge and spin) = 575.37 kJ/mol
2S+1 = 1
SMILES string = NN/C=C1\C=NCCO1
total energy = -11843.4448 eV
orbital gap = 8.1 eV


# 3
The following is a quantum chemistry calculation of C3H2N2O2S in the gas phase, from the Open Molecules 2025 dataset.

Last column: Löwdin charge in e.
Geometry (Å):
C: 0.668 -0.950 -0.154  -0.7524
C: -0.194 0.164 0.296  -0.3540
C: -1.345 1.855 0.560  -0.1842
H: -0.001 -0.020 -2.272  -0.0876
H: -1.951 2.798 0.369  0.1457
N: -0.754 1.091 -0.389  0.1305
N: -1.018 1.537 1.784  0.1002
O: 1.149 -1.655 0.663  0.0906
O: -0.328 0.363 1.634  0.0440
S: 0.814 -1.079 -1.903  0.8673

Output
energy relative to the best compared isomer or geometry (same formula, charge and spin) = 257.65 kJ/mol
2S+1 = 1
SMILES string = O=C(S)c1ncno1
total energy = -21052.0633 eV
orbital gap = 10.0 eV